[1]
32
Properties=species:S:1:pos:R:3:forces:R:3 method="wB97M-V/def2-TZVPD" energy_ev=-21625.4690 total_charge=+2 homo_lumo_gap_ev=10.63 e_above_lowest_kj_mol=2570.7 homo_ev=-17.0
Sr -0.2846 0.4396 -0.5197 -3.8978 1.6126 -4.4849
O -0.6268 1.5901 -2.0756 -1.3174 5.7074 -7.4144
H -1.0841 2.4191 -1.9350 -0.4773 0.5447 -0.3627
H -0.2675 1.6612 -2.9600 -0.2525 0.5492 -0.7740
O -1.0747 -0.7252 -1.8161 -4.5460 -6.5101 -9.1160
H -1.8621 -1.2427 -1.6479 -0.1894 -0.7250 -0.3201
H -0.7450 -1.0546 -2.6521 -0.2406 -0.3615 -0.7500
O 0.6716 2.0081 0.0120 3.9349 13.5726 1.4219
H 1.5870 2.2771 -0.0645 0.5450 0.7405 -0.1222
H 0.1714 2.7983 -0.1920 -0.0866 1.0746 0.0883
O -2.1903 0.9557 -0.4551 -9.2789 1.9952 -0.2390
H -2.8015 1.0819 0.2707 -0.7158 0.3324 0.0141
H -2.7348 0.6366 -1.1747 -0.5655 0.3146 -0.5967
O -0.7971 -1.1703 0.2382 -4.7566 -11.8770 4.1578
H -0.2544 -1.7401 0.7832 -1.3872 -0.8605 0.4014
H -1.6944 -1.3594 0.5124 -0.2785 -0.4933 0.5766
O -0.9391 0.8496 1.1969 -3.6872 3.5654 12.0229
H -0.1100 0.9906 1.6541 -0.2899 0.1744 0.8343
H -1.6090 1.1095 1.8292 -0.2608 0.1086 1.0175
O 1.1998 0.1916 -1.6742 8.9984 -1.7729 -8.5238
H 1.1477 0.4687 -2.5889 0.6291 -0.0816 -0.5984
H 1.9074 -0.4529 -1.6587 0.8750 -0.1379 -0.4024
C 1.5643 -1.0423 0.6320 2.1493 0.0940 1.5130
C 1.2159 -1.5379 2.0482 0.9954 -1.2984 0.1409
O -0.1746 -1.7585 2.3034 0.7312 0.1693 1.3769
O 1.2940 0.3695 0.4504 11.6919 -6.0584 8.9116
H 1.1337 -1.6422 -0.1697 0.0844 0.2870 0.0700
H 2.6404 -1.1395 0.4879 0.1518 -0.3482 0.3964
H 1.6885 -0.9302 2.8198 -0.1167 0.3982 -0.0691
H 1.7076 -2.5084 2.1150 0.2431 -0.0801 0.0545
H -0.2730 -2.4007 3.0101 0.1519 -0.2101 0.2743
H 1.5936 0.8575 1.2209 1.1630 -0.4255 0.5013

---

[2]
34
Properties=species:S:1:pos:R:3:forces:R:3 method="wB97M-V/def2-TZVPD" energy_ev=-20317.5688 homo_lumo_gap_ev=9.69 smiles=CNC.O.O.O.O.O.O.O.O e_above_lowest_kj_mol=58.9 homo_ev=-9.3
C -1.8832 1.7352 1.7480 1.2190 0.7065 0.8162
N -1.3592 1.2032 0.5099 -0.4789 -0.2764 -0.5002
C -1.9568 1.8639 -0.6477 -0.8722 0.2589 0.0893
H -1.3207 2.6715 1.9256 -0.4144 -0.1950 0.1904
H -2.9418 1.9897 1.7812 -0.3208 -0.1963 -0.3009
H -1.6551 1.0753 2.5950 -0.0623 0.0444 -0.3012
H -1.5704 0.2040 0.4364 -0.0238 0.3679 -0.0360
H -1.3898 1.5856 -1.5367 -0.6356 -0.2859 -0.3085
H -1.9379 2.9546 -0.6450 0.7597 0.1640 0.6109
H -3.0668 1.7313 -0.6837 0.6375 -0.6303 -0.5159
H 1.4759 -1.7186 2.9544 -0.2138 0.1004 0.5990
H 1.8158 -1.2957 1.5911 0.0434 0.6466 0.3374
O 1.5071 -0.9029 2.4475 0.4587 -0.6170 -0.6785
H 0.3902 1.2063 -0.6260 0.2246 0.0755 0.6774
H 1.7404 1.7432 -0.0514 -0.1099 -0.1534 0.1638
O 1.3561 1.1486 -0.7140 0.0601 0.4652 -0.7537
H 2.0468 0.8212 2.2171 0.6621 -0.0871 -0.3339
H 2.1414 2.2949 2.3171 0.4488 0.1478 -0.2443
O 2.5784 1.5659 1.8497 -1.0444 0.1567 0.6199
H 0.2552 -1.7685 1.1104 -0.3911 -1.0135 -0.1206
H 0.5217 -3.0306 0.2906 -0.1856 0.1595 0.3126
O 0.0520 -2.7302 1.0837 -0.3569 0.1169 -0.1250
H -2.0053 -2.5177 0.1780 0.4208 0.1474 0.1494
H -2.8676 -2.0865 -1.0059 0.0103 0.1792 0.2568
O -2.3111 -1.7329 -0.2974 -0.3845 -0.1882 -0.4682
H -0.7075 -1.6191 -2.2164 0.3362 -0.3430 0.4224
H 0.6816 -1.5658 -2.8249 -0.5272 -0.6425 -0.0265
O 0.1482 -2.0828 -2.1780 0.0383 0.7327 -0.7851
H 1.7324 -0.0311 -2.6829 0.2362 0.0321 0.1028
H 1.6489 0.7486 -3.9240 -0.1023 0.0307 -0.4614
O 1.6004 -0.1668 -3.6349 0.1126 0.2834 0.5914
H 1.9532 -0.3750 -0.1084 -0.3233 -0.2241 -0.8783
H 1.3976 -1.5748 -1.0308 0.1887 0.4920 1.0373
O 1.9298 -1.3441 -0.2276 0.5902 -0.4553 -0.1389

---

[3]
41
Properties=species:S:1:pos:R:3:forces:R:3 method="wB97M-V/def2-TZVPD" energy_ev=-28359.2315 total_charge=+2 homo_lumo_gap_ev=7.15 e_above_lowest_kj_mol=0.0 homo_ev=-15.4
Hf 21.4410 -17.6940 -6.9830 2.1525 -5.1233 -1.0595
C 20.6510 -20.6100 -7.9110 0.5166 -0.0769 0.2142
O 20.5100 -19.3230 -7.3970 0.0883 2.1137 -0.4025
H 20.1200 -20.8130 -8.8380 0.4874 0.6385 -0.5484
H 20.1570 -21.2260 -7.2070 -0.1195 -1.2036 0.8566
H 21.7110 -20.7980 -7.8870 0.3010 -0.8356 -0.6571
C 24.3440 -18.6170 -8.1590 -0.0903 -0.8338 -0.9381
O 23.2530 -18.0070 -7.5890 -3.7491 1.2941 2.4891
H 24.4440 -18.0390 -9.0580 1.4082 -0.0304 -0.5657
H 24.1040 -19.6560 -8.4560 0.1284 0.3584 0.2605
H 25.1440 -18.6190 -7.4360 0.6255 0.1453 -0.2773
O 17.7600 -20.2520 -7.0670 0.3668 -1.8731 -0.9145
H 17.2460 -19.5320 -6.7700 -0.6193 1.2522 0.5994
H 18.6910 -20.0750 -6.9640 -0.0672 0.8141 0.3723
O 19.3820 -18.4150 -5.1350 1.1724 -0.1725 -0.4709
H 19.5090 -19.3380 -4.8590 0.1623 -0.2198 0.0370
H 18.6560 -18.1240 -4.6140 -1.0273 0.6658 0.7976
O 18.3850 -22.8240 -8.7200 0.6657 -1.6419 -0.6873
H 17.4710 -22.7440 -8.4880 -0.9552 0.3206 0.1464
H 18.8270 -22.0860 -8.3520 0.0394 1.1559 0.6106
O 18.7890 -23.5050 -5.9250 1.2933 0.6693 -0.8946
H 18.8370 -23.6370 -6.8940 -0.2127 -0.1226 0.5118
H 17.9810 -23.9060 -5.6460 -0.8421 -0.4130 0.3634
O 18.5290 -21.5260 -11.2660 -0.2387 1.0186 -1.1039
H 18.7260 -22.1300 -10.5750 0.0571 -1.0905 0.9924
H 19.2090 -20.8440 -11.2350 -0.3305 -0.3480 0.0973
O 22.0480 -19.2170 -5.3500 0.0897 0.9432 -1.8553
H 22.2800 -19.0260 -4.4770 0.8583 0.6090 2.4195
H 21.7250 -20.1180 -5.3250 -0.8465 -0.7818 -0.1375
O 19.5510 -16.8520 -7.3180 -1.0274 3.8083 0.9073
H 19.0540 -17.0770 -8.1320 -0.0885 0.6172 0.4564
H 19.3600 -15.9120 -6.8990 -0.3872 -2.5543 -1.7473
O 21.2520 -17.7390 -9.3530 -0.6438 -0.0844 -1.0484
H 20.8230 -18.4900 -9.8600 0.2829 0.1220 0.6517
H 21.6740 -17.2900 -10.1060 0.2816 0.3576 0.6268
O 20.3730 -19.5270 -11.2470 -0.0405 1.0343 0.6917
H 19.9190 -18.8940 -11.7960 -0.9597 0.7176 -0.1851
H 20.8770 -19.9340 -11.9300 1.3295 -1.1623 -0.6801
O 20.0670 -21.2360 -4.6190 0.5247 0.7613 -0.6651
H 20.5310 -21.8360 -4.0440 0.2046 -0.3552 0.8329
H 19.7900 -21.8370 -5.3220 -0.7910 -0.4942 -0.0962

---

[4]
43
Properties=species:S:1:pos:R:3:forces:R:3 method="wB97M-V/def2-TZVPD" energy_ev=-31076.3454 total_charge=+2 homo_lumo_gap_ev=1.79 e_above_lowest_kj_mol=774.7 homo_ev=-15.3
Hf -17.3036 1.7845 8.7440 6.7071 3.8591 0.3266
F -14.8726 1.5901 5.2873 -0.5157 0.0871 0.8682
C -14.8983 5.5314 7.5851 -0.7724 -0.5652 1.6804
C -14.6011 4.0275 7.8692 1.1240 1.3334 -2.6463
O -15.5274 3.3106 8.6300 -4.4324 -3.3392 0.6315
H -14.0928 6.0897 7.1111 0.1358 -0.5384 -0.3865
H -15.0513 6.0708 8.5229 -0.1487 -0.0382 0.0406
H -15.8218 5.5564 7.0134 0.1163 0.2601 -0.1173
H -13.5684 3.9155 8.2312 -0.2212 -0.0935 0.7124
H -14.4891 3.6433 6.8453 -0.4155 -0.7929 0.1725
O -11.9442 7.5989 8.1459 -0.3210 -0.2331 -0.6274
H -11.1023 7.5251 8.6073 0.0212 0.1204 -0.0396
H -12.5838 7.1681 8.7391 0.4582 0.3002 0.2858
O -10.4566 2.6043 7.5473 -0.1359 0.1141 0.0284
H -11.3598 2.2862 7.6193 0.0224 -0.0913 -0.1755
H -10.0578 2.0471 6.8681 0.0659 0.0414 -0.0012
O -13.1563 2.0346 10.1933 -0.9075 -0.5949 0.0088
H -12.8484 1.3727 9.5590 0.4261 0.1067 0.0670
H -13.7321 2.6205 9.6840 0.2167 0.1121 -0.0298
O -12.1510 4.2965 5.1431 -0.0016 -0.1036 0.3543
H -12.9684 4.6567 5.5007 -0.0160 0.1313 -0.2070
H -11.4810 4.4931 5.8137 0.1118 -0.0350 -0.1178
O -17.1902 8.0027 8.9085 0.0521 -0.0588 0.0580
H -16.7497 7.1503 8.8992 -0.0875 -0.0383 0.0047
H -17.4529 8.1308 9.8263 -0.0414 0.1438 -0.0306
O -17.1185 5.4734 4.8238 0.0627 -0.1777 0.2612
H -16.8985 6.0800 5.5377 -0.1744 0.3127 -0.2168
H -17.2249 6.0347 4.0468 -0.0072 -0.0677 -0.0475
O -18.7255 5.4179 7.3949 0.0193 -0.6337 0.6394
H -18.2692 4.6758 6.9920 0.1281 0.2202 -0.7099
H -19.5714 5.4626 6.9292 0.0133 0.1884 -0.0423
O -13.1981 9.3036 6.2725 -0.1353 -0.2800 -0.1585
H -12.6326 9.3728 5.4918 -0.0133 0.1170 0.0143
H -12.8201 8.5719 6.7921 0.3020 0.2171 0.2004
O -15.8713 1.2924 10.5307 -1.7379 -0.2200 -0.6838
H -16.1860 1.2323 11.4506 -0.1192 -0.1316 0.0164
H -14.9169 1.0246 10.5630 0.3891 0.5832 -0.4665
O -14.6206 4.3024 12.0094 0.3126 0.0932 -0.1886
H -13.7989 3.8047 12.1148 0.0529 0.0982 0.1723
H -15.2164 3.6965 11.5748 -0.2331 -0.1413 -0.1222
O -12.8303 6.4493 10.3382 -0.4150 -0.1955 -0.0289
H -13.2526 5.6052 10.1478 0.0061 -0.0750 0.3712
H -13.4641 6.9165 10.8972 0.1083 0.0052 0.1292

---

[5]
45
Properties=species:S:1:pos:R:3:forces:R:3 method="wB97M-V/def2-TZVPD" energy_ev=-30433.1205 total_charge=+3 homo_lumo_gap_ev=2.17 e_above_lowest_kj_mol=0.0 homo_ev=-17.8
Hf 20.3303 -27.6590 -32.5730 7.7916 -4.4256 -2.1407
C 24.3060 -29.4440 -32.3064 0.7747 0.2326 0.1489
C 23.7677 -28.5639 -33.3932 0.0476 0.3512 0.6437
O 22.3708 -28.6582 -33.3809 -5.9243 2.5759 1.0590
H 24.2399 -30.5200 -32.4675 0.0985 0.1025 -0.2660
H 23.8208 -29.1988 -31.3617 -0.1048 0.0699 -0.0037
H 25.3426 -29.1322 -32.1781 0.2565 -0.4523 0.0605
H 24.1342 -28.6346 -34.4173 0.1068 -0.5536 -0.2808
H 24.0407 -27.5284 -33.1902 0.0930 0.4334 0.2431
O 21.8214 -27.3888 -30.5673 -1.5378 0.2792 -1.9453
H 21.4976 -27.5184 -29.6759 -0.4378 -0.3009 0.8563
H 22.5244 -26.7456 -30.4762 0.8214 0.4090 -0.1302
O 20.8607 -29.7684 -31.2645 -1.5103 2.2610 -1.0223
H 21.6997 -30.1908 -31.4485 1.1516 -0.3795 -0.3543
H 20.3829 -30.4051 -30.7330 -0.8308 -0.6180 0.3371
O 23.2023 -31.0497 -29.6072 -0.6430 0.2962 -0.7401
H 24.0852 -30.6924 -29.7028 0.6515 -0.1257 0.1845
H 22.7613 -30.4437 -29.0118 0.0101 -0.1141 0.6173
O 26.4447 -32.4308 -32.4882 -0.3596 0.5320 0.2199
H 25.6216 -32.7730 -32.8368 -0.0486 -0.3810 -0.1098
H 27.0800 -32.5724 -33.1901 0.3497 -0.1441 -0.1569
O 22.2047 -27.6539 -36.6689 -0.4664 -0.1063 1.0355
H 22.7144 -27.6277 -37.4787 0.1259 0.4220 -0.5796
H 22.4941 -28.4532 -36.2290 0.2490 -0.4236 -0.1126
O 27.2200 -28.3502 -29.4225 -0.5727 -0.1331 -0.0796
H 27.8458 -27.7948 -28.9576 0.2665 0.0738 0.2599
H 27.2555 -28.0450 -30.3290 0.2040 0.1067 -0.2684
O 20.4387 -26.9275 -34.9196 -1.8883 -0.2400 4.4001
H 21.1530 -27.1190 -35.5273 2.2575 -0.7178 -1.7002
H 19.7868 -26.4711 -35.4516 -0.8446 0.4828 -0.3518
O 26.5658 -26.0767 -32.4201 -0.0368 -0.6029 -0.2953
H 25.6838 -25.7565 -32.2307 0.3007 -0.0125 0.3778
H 27.1460 -25.4605 -31.9730 0.4397 0.1896 -0.0060
O 21.4007 -31.7149 -34.5905 -0.3023 0.3065 0.4042
H 21.9534 -31.0438 -34.1902 0.3580 0.0095 0.0940
H 21.3506 -31.4656 -35.5133 -0.0537 -0.2142 -0.5058
O 24.1755 -25.2111 -31.6882 -0.8269 -0.5941 0.1183
H 23.9458 -24.9952 -32.5920 -0.0138 0.5560 -0.5363
H 23.3438 -25.1810 -31.2154 0.0505 0.7730 0.3305
O 26.3175 -27.3475 -35.0148 -0.9067 -0.3701 -0.2346
H 26.7818 -28.1843 -35.0333 0.4003 -0.1866 -0.2054
H 26.4299 -27.0304 -34.1186 0.5218 0.5218 0.5186
O 22.3480 -33.1672 -31.5589 -0.4305 0.5632 -0.2238
H 22.9646 -33.3514 -32.2675 0.0644 -0.3923 -0.2746
H 22.7439 -32.4396 -31.0794 0.3483 -0.0598 0.6150

---

[6]
44
Properties=species:S:1:pos:R:3:forces:R:3 method="wB97M-V/def2-TZVPD" energy_ev=-29163.8864 total_charge=-1 homo_lumo_gap_ev=8.20 e_above_lowest_kj_mol=130.6 homo_ev=-6.0
C -0.5383 -0.3599 0.3309 0.4814 1.7523 1.7061
C 0.4621 -1.4643 0.2589 -1.1720 -1.4594 -1.3446
O 1.2218 -1.2998 -0.8690 0.2187 0.4193 0.0715
H -1.1606 -0.3402 1.2353 0.0902 -0.1521 0.0665
H -1.2204 -0.2814 -0.4663 -0.4931 -0.5252 -1.1541
H -0.0003 0.6166 0.2347 -0.2782 -0.4576 0.4900
H -0.1015 -2.4485 0.1397 0.4434 0.5939 0.8227
H 1.0986 -1.4902 1.1283 0.1302 -0.2206 1.0258
O 3.2315 -1.6129 -2.4761 -0.1118 -0.0050 -0.2140
H 2.9224 -1.0906 -3.2151 0.2298 0.1991 -0.5387
H 2.4409 -1.5155 -1.9041 0.3643 -0.2632 0.5210
O 2.7272 0.8719 0.2205 -0.6425 0.2313 0.2468
H 2.0148 0.2396 -0.0467 0.9348 -0.2376 -0.4686
H 3.4356 0.3900 0.6457 0.0332 -0.4761 -0.1929
O -2.0312 2.3678 0.5217 -0.4118 2.8768 -1.3562
H -2.3256 3.2827 0.7488 0.0565 -0.9072 -0.7044
H -2.0209 1.9985 1.3840 0.1106 -1.4792 1.9784
O 2.4556 -3.8844 -0.1993 0.5090 -1.9457 -0.3177
H 2.0777 -3.0223 -0.1790 -0.4712 1.3864 -0.4778
H 2.3346 -4.1982 -1.1160 0.1078 0.5270 0.6635
O 0.0817 3.1628 -0.9227 -0.5746 0.7229 -0.5800
H -0.4415 3.4500 -1.6977 0.4707 -0.1549 0.4700
H -0.5977 3.0741 -0.2268 0.4191 -0.3181 -0.1768
O -2.9923 -2.5257 -0.8296 -0.8603 0.5527 0.6922
H -2.6839 -2.9390 -1.6372 0.9577 -0.2076 0.3626
H -2.3515 -2.5012 -0.0975 0.0841 -0.4816 -1.0560
O 1.8535 2.9907 1.5988 -0.6251 1.6734 1.1991
H 2.1447 2.2270 1.1483 0.8057 -1.5825 -2.1376
H 1.8572 2.6148 2.4707 -0.2902 0.3706 1.0083
O -3.4948 0.3081 -0.5402 0.6284 0.0702 -0.0034
H -2.9715 -0.4620 -0.8210 -0.7747 0.0718 0.0344
H -2.8212 0.9535 -0.2438 -0.7714 -0.1805 -0.3314
O 0.2001 0.8093 -2.3764 -0.2911 -0.6310 0.2073
H 0.3567 0.0588 -1.7537 0.4967 0.2845 -0.8483
H 0.0925 1.5574 -1.7751 0.2130 0.2189 -0.0509
O 0.3385 0.8022 3.2940 0.3049 -0.5042 -1.0782
H 1.2680 0.7746 3.5350 -0.0035 -0.1625 0.1316
H 0.3261 0.5160 2.3449 0.2290 0.3758 0.8566
O -0.4227 -2.3910 -2.6262 -1.1959 -0.0842 -0.3175
H 0.2143 -2.0560 -1.9627 0.5419 0.2644 0.1175
H -1.1145 -1.7049 -2.6331 0.5661 -0.2480 -0.1834
O -2.2075 1.3755 2.8932 -0.9854 1.2204 0.6429
H -1.3975 0.8901 3.1177 -0.0961 0.7509 0.6465
H -2.2606 2.2562 3.3642 0.6219 -1.8782 -0.4286

---

Repeat the first record exactly.
32
Properties=species:S:1:pos:R:3:forces:R:3 method="wB97M-V/def2-TZVPD" energy_ev=-21625.4690 total_charge=+2 homo_lumo_gap_ev=10.63 e_above_lowest_kj_mol=2570.7 homo_ev=-17.0
Sr -0.2846 0.4396 -0.5197 -3.8978 1.6126 -4.4849
O -0.6268 1.5901 -2.0756 -1.3174 5.7074 -7.4144
H -1.0841 2.4191 -1.9350 -0.4773 0.5447 -0.3627
H -0.2675 1.6612 -2.9600 -0.2525 0.5492 -0.7740
O -1.0747 -0.7252 -1.8161 -4.5460 -6.5101 -9.1160
H -1.8621 -1.2427 -1.6479 -0.1894 -0.7250 -0.3201
H -0.7450 -1.0546 -2.6521 -0.2406 -0.3615 -0.7500
O 0.6716 2.0081 0.0120 3.9349 13.5726 1.4219
H 1.5870 2.2771 -0.0645 0.5450 0.7405 -0.1222
H 0.1714 2.7983 -0.1920 -0.0866 1.0746 0.0883
O -2.1903 0.9557 -0.4551 -9.2789 1.9952 -0.2390
H -2.8015 1.0819 0.2707 -0.7158 0.3324 0.0141
H -2.7348 0.6366 -1.1747 -0.5655 0.3146 -0.5967
O -0.7971 -1.1703 0.2382 -4.7566 -11.8770 4.1578
H -0.2544 -1.7401 0.7832 -1.3872 -0.8605 0.4014
H -1.6944 -1.3594 0.5124 -0.2785 -0.4933 0.5766
O -0.9391 0.8496 1.1969 -3.6872 3.5654 12.0229
H -0.1100 0.9906 1.6541 -0.2899 0.1744 0.8343
H -1.6090 1.1095 1.8292 -0.2608 0.1086 1.0175
O 1.1998 0.1916 -1.6742 8.9984 -1.7729 -8.5238
H 1.1477 0.4687 -2.5889 0.6291 -0.0816 -0.5984
H 1.9074 -0.4529 -1.6587 0.8750 -0.1379 -0.4024
C 1.5643 -1.0423 0.6320 2.1493 0.0940 1.5130
C 1.2159 -1.5379 2.0482 0.9954 -1.2984 0.1409
O -0.1746 -1.7585 2.3034 0.7312 0.1693 1.3769
O 1.2940 0.3695 0.4504 11.6919 -6.0584 8.9116
H 1.1337 -1.6422 -0.1697 0.0844 0.2870 0.0700
H 2.6404 -1.1395 0.4879 0.1518 -0.3482 0.3964
H 1.6885 -0.9302 2.8198 -0.1167 0.3982 -0.0691
H 1.7076 -2.5084 2.1150 0.2431 -0.0801 0.0545
H -0.2730 -2.4007 3.0101 0.1519 -0.2101 0.2743
H 1.5936 0.8575 1.2209 1.1630 -0.4255 0.5013